1.
Here is a structure of composition C30H24IMgNO6Si from the Open Molecules 2025 dataset. Energies are from the ωB97M-V functional and the def2-TZVPD basis.

Structure (ORCA input):
```
! wB97M-V def2-TZVPD RIJCOSX def2/J DEFGRID3
* xyz -2 1
H 1.26087 3.69153 -4.15129
H 0.56597 5.22910 2.26212
H 1.68036 -3.19435 3.41795
H -2.27252 2.12090 -0.93252
Si 0.70345 -1.05756 3.22868
H -1.03412 3.98250 -4.72954
C 0.39824 3.44120 3.39627
C 0.51823 3.55592 0.97188
C -0.16997 2.17304 -1.42129
C 1.65736 -1.73305 -2.32940
H 0.53824 4.21571 0.09924
H 1.79828 2.22905 -2.13772
C 0.28690 2.23240 0.89846
Mg -0.46241 -0.62344 0.17676
H 2.14511 -0.08919 4.78328
C 0.42537 -1.73898 -1.54286
H 0.37086 1.36243 4.11381
O 0.21057 1.46905 -0.29474
C 2.63281 -1.75239 -4.66158
H -1.68814 -2.17304 -1.59672
C 3.77056 -1.23453 -4.16274
H -0.78834 -0.15133 5.23020
C -4.56001 -0.31158 0.37141
H 0.37819 3.87731 4.35470
O -2.21256 0.26996 -0.09383
C -5.10960 -1.49412 1.10204
H 4.69224 -1.05500 -4.75299
C -0.35869 -1.09209 4.82360
C 0.59652 4.15509 2.22723
C -3.94638 -2.38387 1.60303
H 0.43449 -3.39408 -4.98569
O -3.92776 -3.40243 2.30851
O -6.31467 -1.79748 1.30691
O -5.23219 0.61675 -0.05597
C 2.84243 -1.07745 -1.94608
N 0.09696 0.01347 1.98435
C 0.77812 2.58214 -2.31880
C 3.91572 -0.96648 -2.76181
O -1.64276 -2.29911 0.87135
C 2.35418 -0.49930 3.85918
C -1.82125 3.00953 -2.84544
H 0.23663 -1.48112 5.62613
H 2.87090 0.31710 3.33833
H -2.87900 3.11610 -3.02962
C -1.51839 2.37543 -1.65512
C -2.78914 -1.77130 0.95444
H 4.80946 -0.55322 -2.48760
C -0.70666 -2.26384 -2.11004
C -0.65883 -3.01924 -3.32370
C 0.34230 2.03832 3.26229
C 0.27991 1.37460 2.04889
C 0.49948 3.32846 -3.44047
C -3.12697 -0.53829 0.30831
C 1.60904 -2.08788 -3.70716
I 3.12270 -0.35114 -0.01658
H 3.06252 -1.30882 3.83646
H -1.25042 -1.74612 4.72314
C -0.81634 3.48212 -3.78834
H 2.47539 -1.96854 -5.70742
C 0.45994 -2.81363 -4.11072
H -1.52688 -3.59873 -3.67441
C 0.92138 -2.87224 2.70101
H 1.15378 -3.05902 1.69686
H -0.08145 -3.30523 2.88541
*
```

E_tot: -2451.22560 Eh
ΔE to the lowest compared entry with this formula, charge and spin: 0.941 eV
gap between HOMO and LUMO: 5.537 eV
lowest unoccupied orbital energy: 3.9 eV

---

2.
Here is the molecule C20H15N5O from the Open Molecules 2025 dataset. Energies are from the ωB97M-V functional and the def2-TZVPD basis.

Structure (ORCA input):
```
! wB97M-V def2-TZVPD RIJCOSX def2/J DEFGRID3
* xyz 0 1
C -1.31086 -2.23113 -0.53154
H 2.77239 2.16139 6.09159
H 0.75054 2.29002 -0.86391
H -4.00423 -2.46044 -2.59336
H -1.01813 -3.37531 1.22676
H 4.73533 2.04041 2.27695
C -3.34270 -2.65225 -1.74025
H 4.86596 2.16704 4.77794
C 1.49023 1.97150 4.39225
C 3.83399 2.07091 2.89092
H 2.53959 1.95403 1.19430
H -2.57524 0.60115 -0.69792
C 1.44626 1.87068 3.01445
N -0.42870 -1.58902 -5.89724
H -1.96984 -1.55719 -3.55133
C 3.92236 2.12581 4.27753
H 0.60547 1.93322 5.03205
H 2.26097 2.06510 -2.72048
C 0.10687 -0.21490 -3.79105
N 0.04669 1.32579 1.18449
C -1.52386 0.84446 -0.49762
C 2.74051 2.12016 5.00279
C -1.70170 -3.15346 0.42846
H -0.38328 -1.71182 -0.47279
C 0.15728 1.71892 2.41707
C -3.74341 -3.60290 -0.79923
H -0.71616 1.89788 3.00001
N -1.82291 -1.08959 -2.64535
C -2.12964 -1.98135 -1.60879
C 0.56613 1.58096 -1.64429
N 1.42043 1.50629 -2.72889
N -1.22521 1.15928 0.74902
C 1.17925 0.70187 -3.82568
C 2.59714 1.95970 2.25764
C -0.54472 0.78055 -1.59620
H -4.65851 -4.21025 -0.92283
H -3.12075 -4.65006 1.02039
C -0.75868 -0.19626 -2.69417
C -2.88657 -3.89276 0.27899
C -0.16856 -1.01062 -4.95585
O 1.99623 0.73220 -4.73485
*
```

E_tot: -1120.11221 Eh
SMILES: N#Cc1c(Nc2ccccc2)c(/C=N\N=C\c2ccccc2)c[nH]c1=O
ΔE to the lowest compared entry with this formula, charge and spin: 0.653 eV
gap between HOMO and LUMO: 7.832 eV
lowest unoccupied orbital energy: -0.7 eV

---

3.
Here is the molecule C4H5NO from the Open Molecules 2025 dataset. Energies are from the ωB97M-V functional and the def2-TZVPD basis.

Structure (ORCA input):
```
! wB97M-V def2-TZVPD RIJCOSX def2/J DEFGRID3
* xyz 0 1
H -2.93709 -0.78833 -0.16557
H -2.14906 1.13605 0.79460
O -0.24078 0.71577 0.38902
H 2.66390 -0.35563 0.85672
N -1.92604 -0.70590 -0.22655
H 0.47638 -1.21312 0.16470
H 0.43421 -0.24773 -1.30409
C 2.09508 0.16618 0.09013
C 0.65047 -0.21328 -0.23150
C -1.53415 0.36714 0.31852
C 2.46708 1.13886 -0.68600
*
```

E_tot: -285.24948 Eh
ΔE to the lowest compared entry with this formula, charge and spin: 4.493 eV
gap between HOMO and LUMO: 10.087 eV
lowest unoccupied orbital energy: -0.4 eV